(1)
A cluster of 2 separate species, C5H14NO2 in total in a non-equilibrium geometry, computed with ωB97M-V/def2-TZVPD.

Values from the calculation:
molecular weight	120.2	g mol⁻¹
total charge	-1
relative energy (zero: lowest compared OMol25 entry of this formula, charge and spin)	16.4	kcal per mole
electronic energy	-10996.8928	eV
E_HOMO	-3.10	eV

Element x y z (Å)
C -1.8141 1.4160 -0.7372
C -1.8022 -0.0940 -0.4023
C -0.7788 -0.3729 0.7039
C 0.5479 -0.9831 0.2186
C 1.6039 0.0791 -0.2580
O 2.4623 0.4055 0.7398
N -3.1289 -0.5345 0.0512
H -0.8166 1.8259 -0.5605
H -2.0287 1.7391 -1.7568
H -2.5193 1.9038 -0.0759
H -1.6258 -0.6670 -1.2997
H -0.5529 0.5411 1.2651
H -1.1925 -1.0937 1.4157
H 0.4039 -1.6801 -0.6105
H 1.0733 -1.4503 1.0461
H 2.1144 -0.3647 -1.1440
H 1.0319 0.9308 -0.6932
H -3.3063 -0.4911 1.0368
H -3.8624 -0.6416 -0.6196
H 5.2529 -0.6267 0.8786
H 3.9609 0.0437 0.4776
O 4.9771 0.1148 0.3246

Cartesian forces (eV/Å) of the 2 atoms listed first:
0.87 0.22 -0.03
-1.18 0.76 0.39

Here are the Mulliken charges for atoms 1 to 2, given in e: C -1.470; C 0.618

***

(2)
An isolated molecule of C20H18N4O4 in a non-equilibrium geometry, computed with ωB97M-V/def2-TZVPD.

Values from the calculation:
molecular weight	378.4	g mol⁻¹
total charge	0
structure (SMILES)	COc1cccc(NC(=O)c2cc([N+](=O)[O-])ccc2NCc2cccnc2)c1
relative energy (zero: lowest compared OMol25 entry of this formula, charge and spin)	72.0	kcal per mole
electronic energy	-35180.4530	eV
E_HOMO	-8.48	eV

Element x y z (Å)
C -6.5426 -2.5149 -0.5456
H -7.0927 -2.3050 0.3774
O -5.1924 -2.1333 -0.4416
C -4.8998 -0.8247 -0.2197
C -3.5392 -0.5275 -0.1302
C -3.1236 0.7735 0.0955
C -4.0714 1.7902 0.2304
C -5.4131 1.4887 0.1400
C -5.8410 0.1894 -0.0831
H -6.8975 -0.0135 -0.1482
H -6.1453 2.2752 0.2440
H -3.7523 2.8078 0.4028
N -1.7760 1.1410 0.1930
C -0.6675 0.3619 0.1557
O -0.7039 -0.8605 0.0704
C 0.6188 1.1082 0.2571
C 0.7188 2.4268 -0.1459
C 1.9198 3.1198 -0.0475
C 3.0591 2.4864 0.4555
C 2.9909 1.1739 0.8343
C 1.7877 0.4411 0.7358
N 1.7174 -0.8477 1.1030
C 2.8338 -1.6495 1.5315
C 3.8564 -1.8814 0.4429
C 5.2080 -2.0154 0.7440
N 6.1429 -2.2278 -0.1622
C 5.7795 -2.3149 -1.4297
C 4.4626 -2.1968 -1.8486
C 3.4848 -1.9775 -0.8932
H 2.4476 -1.8791 -1.1802
H 4.2073 -2.2741 -2.8938
H 6.5815 -2.4849 -2.1351
H 5.5566 -1.9488 1.7676
H 3.3207 -1.1866 2.3980
H 2.4338 -2.6151 1.8553
H 0.8440 -1.3123 0.8608
H 3.8789 0.6826 1.1953
H 3.9802 3.0442 0.5239
N 1.9790 4.4786 -0.4634
O 3.0516 5.0500 -0.4012
O 0.9471 4.9991 -0.8536
H -0.1149 2.9561 -0.5847
H -1.6363 2.1312 0.3388
H -2.8290 -1.3281 -0.2393
H -7.0383 -2.0176 -1.3857
H -6.5319 -3.5895 -0.7205

Cartesian forces (eV/Å) of the 2 atoms listed first:
-0.25 -0.05 -0.02
0.02 0.01 -0.04

Here are the Mulliken charges for atoms 1 to 2, given in e: C -0.875; H 0.348

***

(3)
An isolated molecule of C3H6N4S in a non-equilibrium geometry, computed with ωB97M-V/def2-TZVPD.

Values from the calculation:
molecular weight	130.2	g mol⁻¹
total charge	0
structure (SMILES)	C=NN(C=S)/C=N\N
relative energy (zero: lowest compared OMol25 entry of this formula, charge and spin)	136.9	kcal per mole
electronic energy	-19998.3984	eV
E_HOMO	-8.71	eV

Element x y z (Å)
C -0.1362 1.1578 0.5067
C -1.8645 -0.5876 0.9149
C 0.3393 -0.4573 -1.9228
H 1.7844 -0.8994 0.9223
H 3.0248 0.4755 0.7287
H -0.7827 2.0551 1.1432
H -2.0224 0.0019 1.8183
H 0.8626 0.5497 -2.1525
H 0.1178 -1.1306 -2.7664
N 1.9178 0.1418 0.5167
N 1.0782 1.2348 0.8319
N -0.9900 0.0990 -0.0798
N -0.5678 -0.7833 -1.0422
S -2.7613 -1.8574 0.5811

Cartesian forces (eV/Å) of the 2 atoms listed first:
-3.59 1.86 2.52
0.51 2.01 -1.77

Here are the Mulliken charges for atoms 1 to 2, given in e: C -0.137; C -0.107

***

(4)
A structure of composition C5H16AgF6N7O9S2 in a non-equilibrium geometry, computed with ωB97M-V/def2-TZVPD.

Values from the calculation:
molecular weight	604.2	g mol⁻¹
total charge	+1
relative energy (zero: lowest compared OMol25 entry of this formula, charge and spin)	49.3	kcal per mole
electronic energy	-76270.5788	eV
multiplicity	2
E_HOMO (spin up / spin down)	-12.88 / -12.76	eV

Element x y z (Å)
Ag 0.2174 -0.1170 0.0806
C 2.1971 -3.8180 -1.6583
F 2.3050 -4.8237 -0.7978
F 3.0106 -3.9765 -2.6569
F 0.8977 -3.8012 -1.9855
S 2.7022 -2.3080 -0.5496
O 2.3703 -2.6056 0.8297
O 4.1269 -2.2559 -0.7954
N 1.6915 -0.9817 -1.1960
S 2.6697 -0.3753 -2.3315
O 3.4516 0.7183 -1.7863
O 3.2425 -1.3325 -3.2326
C 1.5065 0.6007 -3.5463
F 0.5377 -0.1942 -3.9839
F 0.9341 1.6441 -2.9303
F 2.1951 1.0616 -4.5886
O 0.8102 2.1452 0.0515
H 1.7101 2.4645 0.1907
H 0.2429 2.8307 0.4212
O -0.5318 -2.1738 0.7698
H -1.0631 -2.9084 0.4403
H -0.5476 -2.2682 1.7294
C 1.2565 0.8807 3.1893
O 1.1417 0.3468 2.0729
N 0.4442 0.5714 4.2108
N 2.1619 1.8620 3.4050
H 0.3536 1.2719 4.9260
H -0.1753 -0.2081 4.0982
H 2.9090 1.7716 2.7309
H 2.3417 2.1369 4.3549
C -2.1741 0.9782 -2.1543
O -1.1729 0.6013 -1.5321
N -2.1378 2.1342 -2.8602
N -3.3243 0.2855 -2.2168
H -1.3351 2.7291 -2.7747
H -2.9660 2.3774 -3.3717
H -3.4270 -0.5588 -1.6876
H -4.0225 0.5101 -2.9024
C -2.5889 0.6798 1.9295
O -1.5609 0.7566 1.2685
N -2.8843 1.3998 3.0606
N -3.6412 -0.1246 1.6092
H -2.2185 2.1089 3.3169
H -3.6350 1.0999 3.6466
H -3.5404 -0.9565 1.0503
H -4.4808 -0.1793 2.1561

Cartesian forces (eV/Å) of the 2 atoms listed first:
0.19 0.20 -0.49
-0.76 0.24 1.78

Here are the Mulliken charges for atoms 1 to 2, given in e: Ag 1.186; C 0.652

***

(5)
A cluster of 2 separate species, C2H7FNOP in total in a non-equilibrium geometry, computed with ωB97M-V/def2-TZVPD.

Values from the calculation:
molecular weight	111.1	g mol⁻¹
total charge	0
relative energy (zero: lowest compared OMol25 entry of this formula, charge and spin)	52.6	kcal per mole
electronic energy	-17731.2741	eV
E_HOMO	-10.96	eV

Element x y z (Å)
C -1.3281 0.1696 0.3858
C -0.5781 0.0720 -0.9445
N 0.7958 -2.3874 -1.0566
O 1.9313 -0.4349 0.3694
F 3.2509 1.3452 1.6186
P 0.8278 -0.9814 -0.4847
H -2.0256 -0.6944 0.7284
H -0.5222 0.4359 1.1317
H -2.0680 0.9097 0.0729
H -0.1253 1.0097 -1.1716
H -0.9889 -0.4633 -1.8211
H 2.8457 0.6489 1.2750
H 1.5617 -3.0041 -0.6982

Cartesian forces (eV/Å) of the 2 atoms listed first:
-1.49 -0.40 -0.03
1.47 -2.75 0.18

Here are the Mulliken charges for atoms 1 to 2, given in e: C -0.997; C -0.282

***

(6)
A structure of composition C5H9O5Sn in a non-equilibrium geometry, computed with ωB97M-V/def2-TZVPD.

Values from the calculation:
molecular weight	267.8	g mol⁻¹
total charge	0
relative energy (zero: lowest compared OMol25 entry of this formula, charge and spin)	0.0	kcal per mole
electronic energy	-21397.8981	eV
multiplicity	2
E_HOMO (spin up / spin down)	-6.97 / -10.26	eV

Element x y z (Å)
C 2.1308 -3.0016 0.1428
C 1.1515 -1.9340 -0.3205
O 0.5613 -1.2342 0.7401
Sn 0.8676 -1.3442 2.5225
H 2.5727 -3.5261 -0.7167
H 2.9534 -2.5530 0.7221
H 1.6238 -3.7493 0.7728
H 0.3670 -2.4112 -0.9378
H 1.6808 -1.2274 -0.9875
C -0.7472 1.3666 0.0300
C -1.6646 2.4160 0.6781
O -2.2080 3.1569 -0.4143
C -1.6002 2.8295 -1.5575
O -0.7273 1.8475 -1.3731
O -1.8516 3.3411 -2.6165
O -1.2629 0.1181 0.1012
H 0.3008 1.4461 0.3496
H -1.1186 3.0977 1.3401
H -2.4847 1.9325 1.2195
H -0.5445 -0.5709 0.3050

Cartesian forces (eV/Å) of the 2 atoms listed first:
0.14 -0.12 0.02
0.73 -0.85 -1.62

Here are the Mulliken charges for atoms 1 to 2, given in e: C -1.408; C 0.096

***

(7)
A structure of composition C4H4O3 in a non-equilibrium geometry, computed with ωB97M-V/def2-TZVPD.

Values from the calculation:
molecular weight	100.1	g mol⁻¹
total charge	0
relative energy (zero: lowest compared OMol25 entry of this formula, charge and spin)	76.0	kcal per mole
electronic energy	-10351.9164	eV
E_HOMO	-9.44	eV

Element x y z (Å)
C -2.3875 -0.5375 0.0872
C -1.1266 0.0929 -0.0675
C -0.4734 1.3040 0.0589
C 1.1721 -0.2687 0.0516
H -2.5364 -0.7096 1.2165
H -3.4261 0.1183 -0.4131
H -2.2811 -1.8204 -0.4067
H -0.8624 2.3851 0.3752
O 0.8948 1.0193 -0.1521
O 2.3471 -0.6505 0.1472
O 0.0078 -0.8085 -0.1893

Cartesian forces (eV/Å) of the 2 atoms listed first:
-4.25 -3.08 -0.58
5.08 2.63 0.00

Here are the Mulliken charges for atoms 1 to 2, given in e: C -0.949; C 0.697